Entry from the OMol25 dataset: an isolated molecule of C7H8Cl3N3O (the ωB97M-V functional and the def2-TZVPD basis).

XYZ file:
```
22
Properties=species:S:1:pos:R:3:forces:R:3:mulliken_spin:R:1
Cl 0.769 -3.104 0.803 -0.903 -0.494 0.680 0.00
Cl -0.378 4.332 0.066 0.208 0.535 -0.497 0.02
Cl 1.843 1.906 -1.154 1.982 -0.605 -0.645 0.30
O -0.344 -0.670 -1.198 -0.834 0.577 0.735 0.04
N 1.583 -0.058 2.195 0.472 -0.170 0.210 0.08
N -0.514 0.518 -0.613 1.360 -1.666 1.567 0.73
N -0.586 2.049 1.187 -1.076 -2.456 4.806 0.31
C -0.550 0.670 1.029 -3.441 1.841 -0.296 -0.07
C 0.958 -2.803 -0.891 -0.003 3.241 -0.745 0.00
C -1.854 0.121 1.493 -3.285 -1.127 0.057 0.05
C 0.632 0.219 1.617 1.747 -1.447 0.616 0.04
C -0.380 2.638 0.124 0.852 1.402 -6.379 0.36
C 0.000 1.736 -1.040 -2.950 3.727 -1.290 0.06
C 0.991 -1.243 -1.192 0.373 -2.077 3.024 0.06
H -1.859 -0.996 1.399 -0.216 0.840 0.181 -0.01
H 1.563 -0.879 -0.299 -0.157 0.556 -1.584 0.00
H 0.244 -3.133 -1.616 -0.539 -1.368 0.198 0.00
H -2.159 0.424 2.529 1.040 -0.372 -0.740 -0.01
H 1.296 -1.167 -2.182 1.417 0.712 -1.447 0.00
H 1.970 -3.081 -1.069 0.586 -0.554 -0.812 0.00
H -2.793 0.566 0.902 2.440 -0.924 0.698 0.01
H -0.431 1.954 -2.092 0.927 -0.171 1.663 0.03
```
Positions in Å, forces in eV/Å.

Properties
HOMO level (alpha / beta) in eV: -4.90 / -10.04
E_tot in eV: -51465.000
Multiplicity: 3



Entry from the OMol25 dataset: the ion C8H12N3O with charge +1 (the ωB97M-V functional and the def2-TZVPD basis).

XYZ file:
```
24
Properties=species:S:1:pos:R:3:forces:R:3:mulliken_spin:R:1
O 3.139 -1.403 -0.070 1.340 -0.989 -0.376 0.23
N -0.552 1.789 -0.183 -0.742 0.629 1.013 -0.03
N 1.705 0.205 0.321 0.152 3.152 -0.106 0.69
N -0.909 -0.534 -0.404 -2.155 -0.565 0.592 -0.02
C -0.235 0.533 -0.168 0.906 -0.147 -0.040 0.66
C 3.614 1.547 -0.367 1.753 -1.281 -1.078 0.37
C -3.181 -0.287 0.762 -0.342 2.578 -2.739 0.00
C -0.386 -1.839 -0.200 0.419 0.393 0.421 -0.01
C -2.375 -0.434 -0.536 -0.879 -0.308 0.435 0.04
C 0.885 -2.094 0.042 2.033 -1.373 -1.224 0.02
C 1.986 -1.092 0.053 0.423 -0.687 0.044 -0.07
C 2.420 1.379 0.237 -0.464 -3.441 1.735 0.05
H 4.232 2.398 -0.331 -0.064 1.510 0.413 0.01
H 1.313 -3.156 -0.104 -1.033 1.738 0.851 0.00
H -2.731 0.508 1.280 0.767 0.565 1.680 0.00
H -2.744 -1.347 -0.914 0.017 -1.029 -1.108 0.00
H 2.060 2.000 1.032 -0.309 1.296 -0.309 0.02
H -2.641 0.312 -1.220 0.046 1.218 -1.250 0.00
H -4.194 0.191 0.513 1.057 -1.708 0.379 0.00
H -1.536 2.044 -0.133 0.038 0.348 -0.202 0.03
H -3.054 -1.253 1.103 -0.875 -1.531 2.129 0.00
H 0.073 2.414 0.353 -0.471 -0.373 -0.860 0.01
H 4.183 0.785 -0.916 -1.059 -0.135 0.101 0.02
H -1.071 -2.666 -0.149 -0.558 0.139 -0.503 0.00
```
Positions in Å, forces in eV/Å.

Properties
HOMO level (alpha / beta) in eV: -11.06 / -13.54
Net charge: +1
E_tot in eV: -14995.423
Multiplicity: 3